Record 1
Density functional theory data (ωB97M-V/def2-TZVPD) for a 3-piece molecular cluster, C18H37N4 overall.

## Properties
- energy relative to the best compared isomer or geometry (same formula, charge and spin) (kcal/mol) = 16.3
- lowest unoccupied orbital energy (eV) = -3.2
- HOMO (eV) = -10.9

Structure (ORCA input):
```
! wB97M-V def2-TZVPD RIJCOSX def2/J DEFGRID3
* xyz 1 1
N 2.67 -3.23 -0.45
C 3.00 -2.14 0.51
C 3.46 -0.89 -0.24
C 2.43 0.21 -0.44
C 1.20 -0.12 -1.28
C 0.14 -0.96 -0.58
C -1.32 -0.61 -0.99
C -2.03 -0.17 0.31
C -3.56 -0.13 0.25
N -4.12 -0.92 -0.89
C -3.34 -2.17 -1.14
C -2.00 -1.77 -1.73
H 2.54 -2.84 -1.37
H 1.79 -3.66 -0.22
H 2.15 -1.92 1.15
H 3.77 -2.53 1.16
H 3.92 -1.18 -1.17
H 4.26 -0.46 0.35
H 2.12 0.66 0.50
H 2.95 1.00 -0.97
H 1.48 -0.52 -2.24
H 0.74 0.84 -1.51
H 0.24 -0.94 0.49
H 0.29 -2.00 -0.86
H -1.23 0.23 -1.66
H -1.74 -0.79 1.14
H -1.67 0.81 0.54
H -3.97 -0.54 1.16
H -3.90 0.89 0.19
H -5.08 -1.17 -0.67
H -4.14 -0.32 -1.71
H -3.90 -2.79 -1.81
H -3.19 -2.68 -0.19
H -1.38 -2.66 -1.75
H -2.18 -1.48 -2.76
C -1.44 -1.16 6.22
C -2.76 -0.41 6.02
C -3.18 -0.33 4.55
C -2.17 0.38 3.75
N -1.38 0.93 3.13
H -0.62 -0.65 5.72
H -1.20 -1.21 7.28
H -1.51 -2.17 5.83
H -2.67 0.60 6.42
H -3.55 -0.91 6.58
H -4.13 0.20 4.45
H -3.31 -1.33 4.14
C 2.96 4.41 -2.65
C 3.50 4.24 -4.06
C 2.90 3.02 -4.78
C 3.23 1.78 -4.06
N 3.48 0.83 -3.48
H 3.23 3.56 -2.01
H 3.39 5.30 -2.19
H 1.88 4.51 -2.65
H 4.58 4.15 -4.03
H 3.27 5.13 -4.65
H 3.30 2.94 -5.79
H 1.82 3.11 -4.85
*
```

These are the Mulliken partial charges, in e, on atoms 1 to 4: number 1, N, carries -0.695; number 2, C, carries -0.318; number 3, C, carries -1.141; number 4, C, carries -0.439


Record 2
Density functional theory data (ωB97M-V/def2-TZVPD) for C18H37O2P3Re as an isolated structure.

## Properties
- energy relative to the best compared isomer or geometry (same formula, charge and spin) (kcal/mol) = 52.0
- lowest unoccupied orbital energy (spin up / spin down) (eV) = -15.0 / -15.5
- HOMO (spin up / spin down) (eV) = -21.0 / -21.5

Structure (ORCA input):
```
! wB97M-V def2-TZVPD RIJCOSX def2/J DEFGRID3
* xyz 4 4
Re -0.97 -0.82 -1.12
P -0.72 0.10 0.88
P -1.47 -2.98 -0.57
P -2.73 0.86 -1.72
H 1.88 1.44 -3.11
C 1.49 2.48 -2.85
C 1.42 2.68 -1.43
H 2.01 1.96 -0.81
C 0.83 -0.33 1.79
C -2.08 -0.42 2.01
C -0.77 1.88 1.26
C -0.91 -4.29 -1.76
C -0.91 -3.69 1.05
C -3.29 -2.92 -0.65
C -2.30 2.62 -1.92
C -4.06 0.94 -0.48
C -3.62 0.42 -3.23
H 0.97 3.12 -3.57
H 0.83 3.39 -0.80
H 1.71 0.10 1.30
H 0.97 -1.42 1.87
H 0.72 0.11 2.78
H -1.94 -1.47 2.32
H -3.05 -0.28 1.50
H -1.98 0.28 2.85
H 0.07 2.44 0.87
H -0.72 1.93 2.35
H -1.70 2.36 0.94
H -1.62 -4.35 -2.60
H -0.80 -5.30 -1.32
H 0.06 -3.95 -2.15
H -1.37 -4.68 1.29
H -1.14 -2.99 1.87
H 0.19 -3.83 1.01
H -3.75 -3.91 -0.74
H -3.58 -2.33 -1.53
H -3.71 -2.43 0.23
H -3.11 3.13 -2.44
H -1.38 2.77 -2.49
H -2.17 3.13 -0.96
H -4.90 1.51 -0.89
H -3.74 1.45 0.44
H -4.42 -0.06 -0.22
H -4.15 1.29 -3.61
H -4.33 -0.39 -3.05
H -2.92 0.08 -4.00
C -0.71 -1.45 -4.23
C -0.65 -2.65 -5.01
C -0.86 -2.58 -6.38
C -0.97 -1.29 -6.97
C -0.84 -0.09 -6.23
C -0.65 -0.16 -4.85
O -1.07 -1.59 -2.98
H 0.62 2.07 -1.38
H -0.56 -3.63 -4.55
H -0.97 -3.48 -7.00
H -1.07 -1.10 -8.06
H -0.83 0.93 -6.67
H -0.47 0.69 -4.17
O 2.04 -1.53 -0.97
C 0.97 -1.08 -0.97
*
```

These are the Mulliken partial charges, in e, on atoms 1 to 4: number 1, Re, carries 1.705; number 2, P, carries 0.578; number 3, P, carries 0.638; number 4, P, carries 0.650


Record 3
Density functional theory data (ωB97M-V/def2-TZVPD) for C18H38ClF9O7S5Si2 as an isolated structure.

## Properties
- lowest unoccupied orbital energy (eV) = -1.8
- HOMO (eV) = -8.7

Structure (ORCA input):
```
! wB97M-V def2-TZVPD RIJCOSX def2/J DEFGRID3
* xyz 0 1
C -3.87 -4.08 1.86
C -3.98 -3.34 0.63
Si -4.21 -1.47 0.45
O -2.72 -0.56 0.34
Si -1.35 -1.52 0.77
C 0.24 -0.53 0.32
C 1.24 -0.33 1.57
O 2.43 -0.09 1.30
Cl 0.75 -0.42 3.32
C -5.31 -0.65 1.80
F -4.52 -0.68 3.01
F -5.43 0.73 1.47
C -6.68 -1.38 2.15
F -6.53 -2.65 2.76
F -7.33 -0.57 3.15
C -7.73 -1.55 0.96
F -7.47 -2.67 0.12
F -8.98 -1.86 1.59
C -8.02 -0.24 0.07
F -9.27 -0.47 -0.57
F -7.10 -0.01 -0.95
F -8.24 0.94 0.84
H -4.81 -4.65 2.22
H -2.95 -4.14 2.54
H -3.89 -3.95 -0.35
H -4.88 -1.26 -0.86
H -1.47 -1.79 2.22
H -1.26 -2.79 0.00
H 0.85 -1.09 -0.47
H -0.02 0.48 -0.17
C 5.11 -2.26 -2.38
S 3.95 -1.08 -1.67
O 2.97 -0.71 -2.74
C 5.13 0.29 -1.54
H 4.57 -3.19 -2.59
H 5.52 -1.87 -3.32
H 5.92 -2.46 -1.68
H 5.54 0.53 -2.52
H 5.94 0.01 -0.86
H 4.61 1.16 -1.14
C 4.34 0.47 -5.51
S 5.70 1.59 -5.10
O 5.09 2.82 -4.50
C 6.14 1.98 -6.81
H 3.88 0.12 -4.58
H 3.60 0.99 -6.11
H 4.74 -0.39 -6.06
H 5.28 2.41 -7.33
H 6.47 1.08 -7.31
H 6.95 2.71 -6.79
C 8.85 0.87 -1.02
S 8.53 -0.41 -2.25
O 8.02 -1.61 -1.52
C 10.26 -0.72 -2.66
H 7.90 1.19 -0.60
H 9.49 0.48 -0.23
H 9.33 1.72 -1.50
H 10.81 -1.01 -1.76
H 10.70 0.19 -3.08
H 10.31 -1.52 -3.39
C 3.52 1.93 3.95
S 4.62 2.13 2.54
O 5.96 1.58 2.93
C 4.73 3.93 2.64
H 3.34 0.86 4.10
H 3.98 2.35 4.85
H 2.57 2.42 3.74
H 5.11 4.23 3.61
H 3.74 4.36 2.47
H 5.41 4.28 1.86
C -12.85 1.14 2.82
S -11.91 0.74 4.31
O -12.08 1.89 5.26
C -10.28 0.90 3.56
H -13.91 1.14 3.07
H -12.56 2.13 2.45
H -12.65 0.39 2.05
H -10.16 1.91 3.14
H -10.17 0.16 2.77
H -9.52 0.73 4.32
*
```

These are the Mulliken partial charges, in e, on atoms 1 to 4: number 1, C, carries -0.407; number 2, C, carries -0.374; number 3, Si, carries 0.350; number 4, O, carries -0.324


Record 4
Density functional theory data (ωB97M-V/def2-TZVPD) for a 5-piece molecular cluster, C18H38ClO18P2 overall.

## Properties
- energy relative to the best compared isomer or geometry (same formula, charge and spin) (kcal/mol) = 40.4
- lowest unoccupied orbital energy (eV) = 2.4
- HOMO (eV) = -6.8

Structure (ORCA input):
```
! wB97M-V def2-TZVPD RIJCOSX def2/J DEFGRID3
* xyz -1 1
Cl 3.60 -1.12 1.86
O 4.26 -2.05 0.98
O 3.95 -1.54 3.24
O 3.86 0.29 1.61
O 2.18 -1.40 1.78
C 5.51 0.62 -1.34
C 6.74 0.06 -0.56
O 7.22 -1.05 -1.32
C 6.61 -1.09 -2.48
O 6.85 -1.83 -3.39
O 5.83 -0.03 -2.58
H 5.70 1.66 -1.59
H 4.51 0.24 -1.15
H 6.56 -0.03 0.52
H 7.58 0.74 -0.68
C 0.25 -3.69 3.63
C -1.15 -3.15 3.70
O -1.83 -4.36 3.30
C -1.06 -5.46 3.62
O -1.48 -6.65 3.64
O 0.14 -5.06 3.67
H 0.90 -3.23 4.38
H 0.82 -3.43 2.74
H -1.32 -2.39 2.93
H -1.48 -2.77 4.66
C 1.82 -0.81 -1.90
C 1.75 0.59 -1.25
O 0.52 1.04 -1.16
P 0.09 2.58 -1.11
O -1.38 2.81 -1.16
O 0.79 3.21 0.24
C 0.62 2.58 1.51
C 0.98 3.66 2.48
O 0.85 3.35 -2.29
C 1.17 4.81 -2.12
C 2.54 5.03 -1.49
H 2.15 -1.58 -1.20
H 0.85 -1.23 -2.17
H 2.59 -0.99 -2.66
H 2.12 0.54 -0.23
H 2.33 1.23 -1.91
H -0.43 2.31 1.61
H 1.30 1.74 1.62
H 0.81 4.72 2.27
H 0.60 3.46 3.49
H 2.05 3.60 2.67
H 1.15 5.04 -3.18
H 0.44 5.43 -1.59
H 2.90 6.05 -1.63
H 2.64 4.91 -0.41
H 3.19 4.40 -2.09
C -1.37 -0.12 0.93
C -1.93 -1.18 -0.02
O -3.31 -1.08 -0.13
P -4.07 -0.20 -1.26
O -3.30 1.08 -1.51
O -4.30 -1.16 -2.60
C -4.81 -2.48 -2.59
C -5.40 -2.56 -3.98
O -5.56 -0.05 -0.65
C -5.95 0.79 0.40
C -5.89 -0.07 1.70
H -0.32 -0.32 1.13
H -1.49 0.84 0.41
H -1.89 0.02 1.87
H -1.44 -1.31 -0.99
H -1.72 -2.08 0.56
H -4.13 -3.28 -2.29
H -5.62 -2.32 -1.89
H -6.37 -2.09 -4.13
H -4.74 -2.38 -4.83
H -5.63 -3.61 -4.16
H -5.29 1.65 0.30
H -6.96 1.13 0.20
H -6.41 -0.99 1.47
H -4.89 -0.41 1.98
H -6.41 0.41 2.54
*
```

These are the Mulliken partial charges, in e, on atoms 1 to 4: number 1, Cl, carries 1.715; number 2, O, carries -0.663; number 3, O, carries -0.783; number 4, O, carries -0.595


Record 5
Density functional theory data (ωB97M-V/def2-TZVPD) for a 5-piece molecular cluster, C18H38F2NO12 overall.

## Properties
- energy relative to the best compared isomer or geometry (same formula, charge and spin) (kcal/mol) = 57.6
- lowest unoccupied orbital energy (eV) = -1.7
- HOMO (eV) = -11.9

Structure (ORCA input):
```
! wB97M-V def2-TZVPD RIJCOSX def2/J DEFGRID3
* xyz 1 1
N 0.07 0.11 -0.58
H 0.29 -0.23 -1.37
H -0.83 -0.30 -0.44
H -0.23 1.03 -0.61
H 0.61 -0.04 0.12
C 4.54 -0.82 3.12
C 5.32 0.28 2.48
O 4.56 0.66 1.25
C 3.69 -0.30 1.13
O 3.15 -0.51 0.01
O 3.67 -1.16 2.11
F 6.51 -0.30 2.13
H 3.87 -0.54 3.89
H 5.10 -1.70 3.51
H 5.68 1.15 3.19
C -1.51 -4.70 2.87
C -1.34 -5.59 1.52
O -0.40 -4.84 0.86
C -0.13 -3.65 1.55
O 0.59 -2.75 1.17
O -0.86 -3.44 2.55
F -2.37 -5.63 0.80
H -1.10 -5.40 3.51
H -2.41 -4.63 3.22
H -1.00 -6.61 1.61
C -2.00 3.37 -0.99
O -2.29 1.97 -1.02
C -3.49 1.51 -1.67
C -3.89 0.13 -1.12
O -3.05 -0.68 -1.42
C -3.18 -2.02 -0.87
C -2.36 -2.90 -1.75
O -1.04 -2.46 -1.83
C -0.11 -3.14 -2.54
H -2.19 3.79 -2.00
H -1.03 3.75 -1.10
H -2.45 4.04 -0.24
H -3.40 1.66 -2.73
H -4.17 2.26 -1.41
H -4.79 -0.07 -1.61
H -4.18 0.18 -0.07
H -4.34 -2.30 -0.91
H -2.78 -2.16 0.06
H -2.94 -2.96 -2.82
H -2.54 -3.85 -1.38
H -0.20 -4.02 -1.90
H 0.79 -2.91 -2.30
H -0.42 -3.45 -3.63
C 1.20 2.59 -3.85
O 1.32 2.51 -2.46
C 2.19 3.43 -1.92
C 2.54 3.07 -0.52
O 1.53 2.90 0.11
C 1.60 2.85 1.54
C 0.14 2.70 2.06
O -0.33 1.33 2.09
C -1.79 1.13 2.13
H 1.06 3.56 -4.23
H 0.20 2.02 -4.32
H 2.05 2.11 -4.35
H 1.80 4.45 -2.16
H 3.23 3.45 -2.61
H 3.26 3.96 -0.12
H 3.18 2.27 -0.42
H 2.26 3.69 1.91
H 2.11 1.83 1.81
H -0.57 3.43 1.42
H 0.04 3.24 3.03
H -2.03 0.23 2.42
H -2.18 1.54 1.26
H -2.28 1.88 2.83
*
```

These are the Mulliken partial charges, in e, on atoms 1 to 4: number 1, N, carries 0.512; number 2, H, carries 0.470; number 3, H, carries -0.050; number 4, H, carries -0.267


Record 6
Density functional theory data (ωB97M-V/def2-TZVPD) for C18H38MoN3OPSSi as an isolated structure.

## Properties
- energy relative to the best compared isomer or geometry (same formula, charge and spin) (kcal/mol) = 6.5
- lowest unoccupied orbital energy (spin up / spin down) (eV) = -8.7 / -8.6
- HOMO (spin up / spin down) (eV) = -13.7 / -13.8

Structure (ORCA input):
```
! wB97M-V def2-TZVPD RIJCOSX def2/J DEFGRID3
* xyz 2 1
Mo -0.09 -0.06 0.16
Si 0.09 -1.71 1.88
P -0.56 -1.46 -1.70
N -1.62 0.77 0.59
H 1.44 0.20 0.64
C 0.00 -0.72 -3.24
H -0.21 -1.41 -4.07
H 1.07 -0.52 -3.20
H -0.53 0.23 -3.41
C -0.09 -3.22 -1.68
H -0.56 -3.71 -2.53
H -0.42 -3.68 -0.74
H 1.01 -3.29 -1.74
C -2.37 -1.47 -1.83
H -2.67 -2.16 -2.62
H -2.75 -0.47 -2.07
H -2.84 -1.78 -0.90
C 1.46 -2.96 2.26
H 2.30 -2.46 2.77
H 1.78 -3.43 1.32
H 1.04 -3.73 2.93
H -0.09 -1.09 3.25
H -1.12 -2.63 1.78
C -2.84 1.33 0.53
C -4.37 2.86 -0.53
C -3.06 2.45 -0.31
C -3.91 0.64 1.16
C -5.20 1.08 0.91
C -5.44 2.18 0.08
H -4.52 3.71 -1.19
H -2.16 2.85 -0.79
H -3.66 -0.26 1.75
H -6.05 0.57 1.37
H -6.45 2.56 -0.07
C 3.61 -0.97 -1.05
O 2.74 -1.59 -1.67
C 3.93 0.48 -1.41
H 4.88 0.55 -1.99
H 3.92 1.07 -0.47
H 3.10 0.90 -1.99
C 4.26 -1.58 0.18
H 5.03 -2.31 -0.14
H 3.51 -2.14 0.75
H 4.67 -0.77 0.80
C 3.99 2.37 4.02
C 3.52 2.94 2.70
N 2.41 2.17 2.08
C 1.57 2.76 1.20
S 1.09 2.03 -0.29
N 1.13 4.02 1.43
C 0.71 4.44 2.82
C 0.86 5.95 2.98
H 3.18 2.33 4.75
H 4.78 3.01 4.43
H 4.42 1.38 3.91
H 3.18 3.98 2.81
H 4.34 2.96 1.97
H 2.70 1.23 1.80
H 0.49 4.38 0.71
H -0.34 4.14 2.96
H 1.32 3.90 3.56
H 0.06 6.50 2.46
H 0.77 6.20 4.05
H 1.84 6.29 2.61
*
```

These are the Mulliken partial charges, in e, on atoms 1 to 4: number 1, Mo, carries -0.847; number 2, Si, carries 0.573; number 3, P, carries 1.291; number 4, N, carries -0.515


Record 7
Density functional theory data (ωB97M-V/def2-TZVPD) for a 3-piece molecular cluster, C18H38N2O9 overall.

## Properties
- SMILES = CC(=O)OC(=O)CCOC=O.COCCNCCOC.COCCNCCOC
- energy relative to the best compared isomer or geometry (same formula, charge and spin) (kcal/mol) = 147.6
- lowest unoccupied orbital energy (eV) = 0.2
- HOMO (eV) = -8.9

Structure (ORCA input):
```
! wB97M-V def2-TZVPD RIJCOSX def2/J DEFGRID3
* xyz 0 1
C 2.00 -0.51 2.83
C 0.35 -0.51 2.60
O -0.44 -0.95 3.60
O -0.11 -0.07 1.28
C -1.60 -0.08 1.19
O -2.14 -0.99 0.37
C -2.43 1.05 2.05
C -3.64 0.46 2.98
O -4.44 -0.60 2.36
C -4.04 -1.95 2.81
O -3.83 -2.34 4.07
H 2.48 0.46 2.38
H 2.51 -1.44 2.34
H 2.26 -0.53 3.98
H -2.79 1.92 1.36
H -1.64 1.54 2.80
H -4.39 1.36 3.19
H -3.18 0.19 4.02
H -3.96 -2.79 1.97
C -2.85 7.44 -3.13
O -2.40 6.18 -3.62
C -0.97 6.09 -3.71
C -0.42 5.12 -2.65
N -0.54 5.69 -1.30
C -0.30 4.73 -0.23
C -1.25 3.51 -0.13
O -2.59 3.84 0.24
C -3.41 4.29 -0.83
H -3.93 7.49 -3.28
H -2.65 7.53 -2.06
H -2.39 8.27 -3.68
H -0.49 7.07 -3.66
H -0.75 5.66 -4.70
H 0.63 4.91 -2.86
H -0.98 4.19 -2.73
H -1.46 6.08 -1.18
H -0.38 5.28 0.72
H 0.73 4.37 -0.29
H -0.87 2.87 0.67
H -1.24 2.89 -1.03
H -3.16 3.81 -1.78
H -3.34 5.38 -0.92
H -4.45 4.06 -0.58
C 0.61 -6.24 -1.44
O 1.68 -6.82 -0.70
C 2.91 -6.88 -1.43
C 3.93 -5.89 -0.86
N 3.55 -4.50 -1.15
C 4.31 -3.50 -0.39
C 4.21 -3.54 1.15
O 2.93 -3.18 1.66
C 1.98 -4.23 1.66
H -0.32 -6.41 -0.88
H 0.75 -5.16 -1.54
H 0.51 -6.70 -2.43
H 2.76 -6.73 -2.51
H 3.30 -7.89 -1.29
H 4.91 -6.08 -1.30
H 3.99 -6.06 0.22
H 2.57 -4.37 -0.94
H 3.96 -2.52 -0.73
H 5.37 -3.57 -0.68
H 4.91 -2.78 1.53
H 4.55 -4.49 1.57
H 2.43 -5.21 1.84
H 1.42 -4.22 0.72
H 1.25 -4.03 2.46
*
```

These are the Mulliken partial charges, in e, on atoms 1 to 4: number 1, C, carries -0.327; number 2, C, carries 0.621; number 3, O, carries -0.516; number 4, O, carries -0.246


Number 1: F_max 1.2 eV Å⁻¹. Number 2: F_max 5.6 eV Å⁻¹. Number 3: F_max 4.9 eV Å⁻¹. Number 4: F_max 6.1 eV Å⁻¹. Number 5: F_max 13.9 eV Å⁻¹. Number 6: F_max 5.6 eV Å⁻¹. Number 7: F_max 9.1 eV Å⁻¹.